{
  "formula": "C32H60F6N8O12S2V",
  "method": "wB97M-V/def2-TZVPD",
  "elements": ["V", "N", "O", "O", "O", "N", "O", "O", "O", "C", "F", "F", "F", "S", "O", "O", "O", "C", "F", "F", "F", "S", "O", "O", "O", "N", "C", "C", "C", "C", "H", "H", "H", "H", "H", "N", "C", "C", "C", "C", "H", "H", "H", "H", "H", "N", "C", "C", "C", "C", "H", "H", "H", "H", "H", "C", "C", "N", "C", "C", "C", "C", "H", "H", "H", "H", "H", "H", "H", "H", "H", "H", "H", "H", "H", "H", "H", "C", "C", "N", "C", "C", "C", "C", "H", "H", "H", "H", "H", "H", "H", "H", "H", "H", "H", "H", "H", "H", "H", "C", "C", "N", "C", "C", "C", "C", "H", "H", "H", "H", "H", "H", "H", "H", "H", "H", "H", "H", "H", "H", "H"],
  "coordinates": [[-0.146036, -2.946352, -0.662288], [2.349973, -4.803750, -1.424254], [1.596271, -3.850802, -1.442130], [2.331752, -5.636045, -0.519528], [2.873897, -5.091935, -2.463592], [-0.114143, -0.396860, 0.122546], [-0.996987, -1.253934, 0.351606], [0.130627, 0.692470, 0.530678], [0.625852, -1.029498, -0.585505], [1.307205, -3.733684, 3.899198], [0.820307, -2.526904, 4.191598], [2.616625, -3.746495, 3.793520], [1.011723, -4.607960, 4.878943], [0.505205, -4.271822, 2.262219], [1.186877, -5.548792, 1.932785], [-0.925341, -4.479689, 2.457355], [0.741962, -3.331088, 1.133648], [-2.608864, -6.901629, -0.379887], [-3.120713, -6.285294, 0.669622], [-2.616077, -8.252228, -0.429222], [-3.589904, -6.497488, -1.258951], [-0.937989, -6.285576, -0.765592], [0.022861, -6.966567, 0.164165], [-0.578045, -6.585962, -2.159400], [-0.956787, -4.793020, -0.566339], [-5.050785, 2.050706, 1.667019], [-4.559889, 2.057071, 0.361739], [-3.119920, 1.806187, 0.434172], [-2.780335, 1.767852, 1.748028], [-3.943860, 1.970565, 2.449305], [-6.025497, 2.206898, 1.880695], [-5.280109, 2.313636, -0.401054], [-2.416458, 1.725322, -0.381319], [-1.764197, 1.698700, 2.107310], [-4.148219, 1.905876, 3.507824], [3.154685, 0.220857, 1.495185], [3.677110, -0.276858, 0.269968], [3.937894, -1.647796, 0.548005], [3.628027, -1.894391, 1.868457], [3.076225, -0.719380, 2.418982], [2.777725, 1.152248, 1.597706], [3.858850, 0.324802, -0.608314], [4.253012, -2.321354, -0.235194], [3.791281, -2.845379, 2.353601], [2.836079, -0.513657, 3.451651], [-5.508422, -0.960501, 1.563028], [-6.170498, -1.958896, 0.957234], [-5.983489, -3.076558, 1.858599], [-5.356501, -2.630766, 3.025208], [-5.004684, -1.345541, 2.733994], [-5.403101, -0.035226, 1.172039], [-6.598403, -1.777676, -0.017677], [-6.495653, -4.026202, 1.810810], [-5.101419, -3.355846, 3.783891], [-4.520630, -0.564511, 3.301504], [4.280473, 5.294515, -4.351902], [2.903713, 4.657933, -4.516990], [2.284382, 4.241146, -3.317550], [2.792544, 2.928735, -2.949847], [3.593932, 3.024171, -1.627681], [0.830377, 4.371690, -3.459011], [0.080704, 4.084945, -2.127938], [4.562727, 5.709471, -3.384299], [4.508823, 5.980326, -5.167762], [5.053416, 4.533572, -4.459709], [2.365552, 5.474387, -4.998542], [2.980110, 3.853295, -5.248313], [1.947677, 2.278869, -2.721878], [3.434629, 2.476735, -3.705833], [2.907096, 3.204166, -0.800671], [4.017092, 2.082042, -1.279209], [4.264868, 3.882378, -1.665351], [0.516850, 3.791073, -4.326597], [0.577441, 5.362010, -3.837691], [-0.165722, 3.031614, -1.994239], [-0.855331, 4.635448, -2.033692], [0.661550, 4.285894, -1.227753], [0.691508, -2.300513, -4.003247], [-0.511817, -3.104298, -3.663956], [-1.360168, -2.608775, -2.601380], [-1.555064, -1.162146, -2.699629], [-2.270149, -0.716188, -3.976541], [-2.722674, -3.271401, -2.626804], [-3.668389, -2.833883, -1.490722], [1.419759, -2.099295, -3.217588], [0.397864, -1.318151, -4.373161], [1.119337, -2.916812, -4.793974], [-1.221389, -3.015351, -4.486565], [-0.229448, -4.157007, -3.650670], [-2.032206, -0.720883, -1.824571], [-0.628233, -0.588888, -2.721122], [-2.306502, -1.334694, -4.873332], [-3.296590, -0.421618, -3.758040], [-1.813126, 0.205154, -4.337592], [-2.543060, -4.340932, -2.517555], [-2.994103, -3.082216, -3.665382], [-3.357632, -2.999290, -0.459130], [-4.683411, -3.193498, -1.659551], [-3.880492, -1.778855, -1.664035], [0.435923, 1.668016, 4.089889], [0.982588, 2.930084, 4.602960], [2.017769, 3.354138, 3.656369], [1.708760, 4.733749, 3.057307], [0.611963, 4.637406, 2.076042], [3.342398, 3.558311, 4.325673], [4.410944, 3.364908, 3.213886], [1.307359, 1.013590, 4.110623], [0.072323, 1.849862, 3.078543], [-0.388386, 1.212112, 4.638309], [0.136612, 3.607746, 4.717875], [1.487415, 2.755695, 5.553135], [1.425236, 5.362986, 3.900976], [2.579897, 5.156488, 2.556792], [0.996279, 3.970319, 1.304423], [-0.277360, 4.297511, 2.606775], [0.581413, 5.608073, 1.581100], [3.479462, 2.739202, 5.031623], [3.506466, 4.508387, 4.834137], [4.250669, 2.652762, 2.404410], [5.336499, 3.157660, 3.751010], [4.609781, 4.316845, 2.721560]],
  "atomic_forces_ev_per_a": [[1.66, -1.32, 0.89], [0.07, -6.70, 0.76], [-4.10, 6.18, 0.63], [0.47, 1.50, 0.92], [2.31, 0.53, -2.72], [0.17, -2.47, 0.57], [-5.64, 0.41, 3.32], [-1.33, 0.90, 0.51], [6.83, -0.36, -5.17], [-1.07, -0.61, -1.02], [0.47, 0.17, 0.60], [0.31, 0.45, 0.24], [-0.39, 0.60, -0.52], [-0.64, -6.53, -2.38], [-0.35, 3.15, 2.20], [0.88, 1.42, 1.03], [0.08, 1.92, 0.40], [-2.49, 0.85, -1.46], [1.14, -1.20, 2.19], [0.07, 1.38, 0.98], [0.99, -0.56, -1.62], [7.31, -1.70, 0.10], [-4.21, 1.39, -1.94], [-2.02, 0.47, 1.10], [-1.41, -0.04, 0.10], [2.02, 0.63, -2.32], [1.60, -0.70, 0.17], [-3.57, 0.93, -2.58], [-0.18, 0.44, 1.54], [-0.71, -0.70, 2.90], [0.47, 0.05, 0.41], [0.44, -0.30, -0.41], [-0.30, 0.07, -0.17], [-0.31, -0.25, 0.26], [0.46, 0.12, 0.15], [0.40, 1.60, -3.03], [-0.34, -1.62, 2.43], [0.01, 2.48, -1.97], [-0.65, 0.12, 1.22], [1.31, -2.45, 0.69], [0.03, -0.12, 0.09], [-0.35, -0.13, 0.29], [0.21, -0.19, 0.31], [-0.17, 0.36, -0.08], [-0.25, 0.03, -0.20], [-0.24, 0.90, -0.97], [0.55, -2.50, 1.38], [-2.33, 0.97, -1.90], [0.44, -0.72, -1.18], [0.86, 1.53, 2.21], [0.23, -0.21, 0.13], [-0.09, -0.48, 0.12], [0.21, -0.09, -0.44], [0.19, 0.68, 0.37], [0.25, -0.38, 0.21], [1.58, -1.09, -0.15], [0.94, 1.96, -0.93], [-0.53, 0.35, 0.01], [-0.09, -0.22, 2.03], [-0.83, 0.02, 0.22], [-0.03, -0.19, 0.77], [-0.01, -0.51, -0.36], [-0.80, 0.44, 0.01], [-0.19, 0.27, 0.16], [0.16, -0.33, -0.09], [-0.74, -0.23, 0.12], [-0.06, -0.22, -0.31], [-0.01, -0.35, -0.38], [-0.22, 0.06, -0.31], [-0.34, 0.49, -0.05], [0.68, 0.16, -0.67], [0.36, -0.38, 0.07], [-0.55, -0.90, 0.14], [0.41, 0.42, 0.56], [-0.11, -0.17, -0.31], [0.02, 0.06, -0.20], [0.34, 0.49, -0.29], [0.35, 0.63, -0.38], [-1.02, -0.27, -1.18], [0.22, 0.14, 3.70], [0.41, 1.13, -1.00], [-0.83, 1.23, -0.29], [1.30, -0.74, 0.82], [-0.42, 1.17, -1.65], [-0.04, -0.56, 0.11], [0.12, -0.04, -0.44], [0.62, 0.52, -0.06], [0.41, -0.36, -0.98], [-0.39, -0.11, 1.03], [-0.43, -0.62, -0.01], [0.47, -0.78, 0.18], [0.22, -0.46, 0.41], [-0.22, -0.22, -0.06], [0.14, 0.13, 0.07], [0.13, -0.01, -0.23], [-1.12, -0.05, 0.19], [0.18, -0.20, -0.23], [0.21, -0.86, 0.15], [0.31, 0.43, 0.55], [-0.20, -1.37, -0.43], [0.10, 0.63, 0.38], [0.99, 3.02, 0.19], [0.38, -1.52, 1.29], [0.55, 0.16, -0.61], [-0.13, -2.14, -2.15], [0.74, 1.27, 0.93], [-0.45, -0.63, -0.55], [0.29, -0.36, -0.16], [0.09, 0.11, 0.34], [0.30, 0.74, 0.20], [-0.40, 0.23, 0.34], [0.09, 0.45, 0.09], [0.23, -0.26, 0.30], [-0.67, -0.49, -0.05], [-0.35, 0.13, -0.77], [-0.93, 0.12, 0.11], [-0.07, 0.08, 0.20], [-0.31, 0.22, 0.09], [-0.37, -0.29, 0.60], [0.28, -0.33, -0.31], [-0.07, 0.15, -0.12]],
  "homo_energy_ev": [-5.53, -5.53],
  "spin_multiplicity": 3,
  "e_lumo_ha": [0.038, 0.066],
  "orbital_gap_ev": [6.56, 7.33],
  "e_tot_ev": -134301.358,
  "charge": -1
}